1.
42
Properties=species:S:1:pos:R:3 method="wB97M-V/def2-TZVPD" total_charge=+2
O -5.028 -0.012 6.943
C -4.525 0.968 6.506
Br -5.548 2.559 5.997
C -2.961 1.011 6.283
N -2.636 0.835 4.834
C -2.068 -0.371 4.456
C -1.669 -0.649 3.086
C -1.872 0.396 2.033
C -1.392 0.076 0.605
C -1.049 -1.336 0.249
C -0.548 -1.659 -1.097
N -0.370 -0.669 -2.063
C 0.186 -1.119 -3.375
O 1.494 -0.540 -3.440
C 2.434 -1.446 -4.072
O 3.478 -0.741 -4.678
C 4.507 -0.386 -3.743
C 5.730 0.362 -4.464
O 5.672 0.267 -5.892
C -0.700 0.636 -1.784
C -1.208 1.073 -0.470
C -2.518 1.648 2.461
C -2.879 1.813 3.880
H -2.478 1.938 6.714
H -2.492 0.154 6.846
H -1.909 -1.162 5.234
H -1.200 -1.640 2.887
H -1.146 -2.194 0.952
H -0.298 -2.722 -1.348
H -0.451 -0.824 -4.250
H 0.315 -2.233 -3.386
H 2.860 -2.220 -3.358
H 1.875 -1.993 -4.891
H 4.890 -1.266 -3.154
H 4.105 0.365 -2.994
H 5.722 1.461 -4.209
H 6.721 -0.036 -4.111
H 5.042 0.925 -6.239
H -0.557 1.373 -2.620
H -1.437 2.149 -0.303
H -2.732 2.460 1.730
H -3.360 2.748 4.247

=====

2.
47
Properties=species:S:1:pos:R:3 method="wB97M-V/def2-TZVPD" total_charge=-1
Ir -0.016 -0.068 0.307
S -0.511 2.059 -1.026
C -2.238 2.129 -1.079
C -2.811 3.221 -1.728
C -4.189 3.376 -1.810
C -4.730 4.513 -2.435
N -5.146 5.457 -2.942
C -5.031 2.393 -1.238
C -4.463 1.298 -0.607
C -3.080 1.144 -0.504
S -2.492 -0.250 0.329
C -6.432 2.521 -1.295
N -7.578 2.604 -1.327
H -2.162 3.964 -2.167
H -5.101 0.542 -0.176
S 3.730 -2.440 -0.755
C 2.510 -1.426 -0.820
N 1.595 -0.689 -0.932
C 2.533 0.581 4.082
C 2.045 0.001 2.745
C 1.787 -1.496 2.908
C 0.795 0.728 2.261
H 3.424 0.056 4.423
H 1.762 0.475 4.843
H 2.773 1.637 3.980
H 2.849 0.144 2.013
H 1.032 -1.663 3.675
H 2.698 -2.020 3.190
H 1.418 -1.920 1.976
H 1.004 1.801 2.174
H -0.012 0.592 2.989
C 0.885 -4.214 -2.433
N 0.195 -3.252 -1.607
C -0.140 -3.464 -0.315
N -0.290 -4.755 0.095
O -0.381 -2.547 0.464
H 1.182 -3.727 -3.357
H 0.225 -5.051 -2.674
H 1.793 -4.590 -1.945
H 0.361 -2.271 -1.806
H 0.021 -5.538 -0.448
H -0.476 -4.893 1.073
Cl 2.937 2.058 -0.858
C 4.156 2.992 -1.776
Cl 5.044 4.096 -0.726
H 3.649 3.590 -2.531
H 4.877 2.304 -2.214

=====

3.
44
Properties=species:S:1:pos:R:3 method="wB97M-V/def2-TZVPD" smiles="O=C1COc2cc(S(=O)(=O)CCC(=O)N3CCCCC3)c(Cl)cc2N1" relative_energy_ev=0.173
O -6.099 -1.957 -0.225
C -5.029 -1.422 -0.074
N -4.851 -0.080 -0.207
C -3.636 0.558 0.022
C -3.456 1.897 -0.292
C -2.242 2.508 -0.012
C -1.225 1.788 0.589
C -1.406 0.460 0.918
C -2.602 -0.174 0.624
O -2.771 -1.481 0.962
C -3.742 -2.187 0.214
H -3.978 -3.088 0.782
H -3.321 -2.486 -0.760
H -0.605 -0.074 1.400
S 0.369 2.548 0.949
O 1.213 1.523 1.509
O 0.138 3.708 1.765
C 1.105 3.093 -0.644
C 2.130 2.051 -1.040
C 1.398 0.713 -1.100
O 0.226 0.679 -1.455
N 2.078 -0.396 -0.773
C 3.428 -0.385 -0.235
H 4.080 0.181 -0.907
C 3.958 -1.810 -0.107
C 3.108 -2.628 0.870
C 1.637 -2.202 0.781
H 0.976 -3.043 0.990
C 1.339 -1.636 -0.602
H 1.619 -2.351 -1.383
H 0.280 -1.396 -0.715
H 1.433 -1.419 1.514
H 3.212 -3.688 0.633
H 3.467 -2.481 1.889
H 4.993 -1.772 0.234
H 3.955 -2.277 -1.093
H 3.428 0.096 0.751
H 2.554 2.278 -2.022
H 2.923 2.031 -0.297
H 1.533 4.075 -0.463
H 0.296 3.149 -1.366
Cl -2.011 4.163 -0.391
H -4.253 2.461 -0.750
H -5.649 0.476 -0.483

=====

Result set for HOMO level: -13.838 -4.651 -8.663 eV, one per record in the order listed.